Record 1
{"formula": "C28H55F3N3O3", "method": "ωB97M-V/def2-TZVPD", "e_homo_ha": [-0.3946, -0.4180], "charge": 1, "e_lumo_ev": [-3.43, -3.43], "total_energy_ha": -1788.8381, "s_squared": 2.010, "orbital_gap_ev": [7.304, 7.942], "de_lowest_kcal_mol": 165.5, "multiplicity": 3, "elements": ["C", "C", "C", "C", "C", "C", "N", "C", "C", "C", "O", "C", "F", "F", "F", "H", "H", "H", "H", "H", "H", "H", "H", "H", "H", "H", "H", "H", "H", "H", "H", "H", "H", "H", "C", "C", "C", "C", "C", "C", "N", "O", "C", "C", "C", "H", "H", "H", "H", "H", "H", "H", "H", "H", "H", "H", "H", "H", "H", "H", "H", "H", "H", "C", "C", "C", "C", "C", "C", "N", "O", "C", "C", "C", "H", "H", "H", "H", "H", "H", "H", "H", "H", "H", "H", "H", "H", "H", "H", "H", "H", "H"], "xyz": [[2.07, -1.92, -1.57], [3.18, -1.79, -2.80], [2.68, -0.68, -3.92], [3.35, 0.81, -3.72], [3.01, 1.53, -2.28], [4.13, 2.64, -1.72], [3.22, 3.88, -1.58], [1.89, 3.35, -0.99], [1.49, 2.08, -1.98], [0.59, 2.69, -3.23], [-0.42, 1.75, -3.75], [-1.52, 1.52, -2.82], [-1.54, 0.10, -2.33], [-2.79, 1.66, -3.62], [-1.63, 2.49, -1.71], [2.41, -1.29, -0.63], [1.93, -3.03, -1.20], [1.00, -1.50, -1.90], [3.35, -2.85, -3.30], [4.19, -1.43, -2.32], [3.02, -1.06, -4.99], [1.50, -0.67, -3.93], [4.54, 0.64, -3.73], [3.11, 1.56, -4.60], [3.12, 0.67, -1.46], [4.47, 2.45, -0.60], [5.10, 2.76, -2.39], [3.15, 4.17, -2.60], [3.62, 4.64, -0.96], [1.17, 4.26, -0.90], [2.23, 2.79, 0.00], [0.94, 1.16, -1.53], [0.16, 3.78, -3.00], [1.37, 2.86, -4.12], [-2.00, 6.28, 3.42], [-3.37, 6.50, 2.72], [-4.46, 5.52, 3.25], [-4.38, 4.10, 2.69], [-4.26, 4.11, 1.17], [-3.08, 4.99, 0.69], [-3.15, 6.40, 1.24], [-4.21, 7.06, 0.60], [-1.75, 4.30, 1.08], [-3.04, 4.98, -0.87], [-3.82, 7.93, 3.21], [-1.17, 6.35, 2.72], [-1.79, 7.05, 4.18], [-1.95, 5.31, 3.93], [-5.45, 5.91, 2.98], [-4.43, 5.47, 4.34], [-3.54, 3.57, 3.14], [-5.28, 3.54, 2.98], [-4.13, 3.08, 0.81], [-5.20, 4.46, 0.74], [-0.88, 4.90, 0.77], [-1.66, 3.32, 0.60], [-1.65, 4.10, 2.15], [-3.96, 5.35, -1.33], [-2.90, 3.96, -1.25], [-2.21, 5.59, -1.25], [-3.13, 8.70, 2.85], [-3.83, 7.97, 4.30], [-4.83, 8.18, 2.88], [-1.19, -6.84, 1.28], [-0.11, -6.61, 0.18], [0.44, -7.96, -0.37], [1.45, -8.68, 0.52], [2.55, -7.72, 0.97], [1.98, -6.45, 1.64], [0.97, -5.75, 0.77], [1.66, -5.14, -0.29], [1.36, -6.85, 3.01], [3.16, -5.52, 2.05], [-0.90, -5.95, -0.99], [-1.07, -6.13, 2.12], [-2.20, -6.65, 0.92], [-1.17, -7.85, 1.69], [0.93, -7.78, -1.34], [-0.39, -8.65, -0.58], [0.95, -9.12, 1.38], [1.90, -9.51, -0.04], [3.22, -8.25, 1.66], [3.17, -7.45, 0.11], [0.93, -5.98, 3.52], [2.12, -7.27, 3.68], [0.59, -7.62, 2.94], [3.78, -5.21, 1.20], [3.83, -6.02, 2.76], [2.79, -4.61, 2.54], [-1.29, -4.97, -0.71], [-1.75, -6.58, -1.28], [-0.29, -5.84, -1.90]]}

---

Record 2
{"formula": "C28H55F8INO6PS2", "method": "ωB97M-V/def2-TZVPD", "e_homo_ha": -0.3659, "e_lumo_ev": -0.98, "total_energy_ha": -3840.2997, "orbital_gap_ev": 8.976, "elements": ["C", "N", "C", "C", "C", "F", "P", "O", "O", "S", "O", "O", "C", "C", "F", "F", "C", "F", "F", "C", "F", "F", "F", "C", "I", "S", "C", "O", "O", "H", "H", "H", "H", "H", "H", "H", "H", "H", "H", "H", "H", "H", "C", "C", "C", "C", "C", "C", "H", "H", "H", "H", "H", "H", "H", "H", "H", "H", "H", "H", "H", "H", "C", "C", "C", "C", "C", "C", "H", "H", "H", "H", "H", "H", "H", "H", "H", "H", "H", "H", "H", "H", "C", "C", "C", "C", "C", "C", "H", "H", "H", "H", "H", "H", "H", "H", "H", "H", "H", "H", "H", "H"], "xyz": [[2.12, -0.19, 3.13], [1.98, 1.28, 3.02], [0.67, 1.64, 2.46], [0.72, 1.56, 0.92], [-0.47, 0.76, 0.36], [-0.14, -0.54, 0.59], [-2.11, 0.95, 1.30], [-3.29, 0.99, 0.44], [-0.63, 0.82, -1.03], [-0.83, 2.30, -1.69], [-2.21, 2.53, -1.83], [-0.18, 2.28, -2.93], [0.02, 3.58, -0.66], [-1.01, 4.56, -0.08], [-1.97, 3.99, 0.63], [-1.65, 4.98, -1.20], [-0.59, 5.94, 0.54], [-1.52, 6.83, 0.17], [0.50, 6.42, -0.02], [-0.60, 6.07, 2.11], [-0.63, 4.92, 2.76], [-1.62, 6.76, 2.51], [0.45, 6.76, 2.49], [1.11, 2.87, 0.17], [2.32, 4.19, 1.42], [2.45, 2.35, -1.06], [3.94, 1.96, -0.09], [2.12, 1.13, -1.71], [2.81, 3.45, -1.90], [1.83, -0.49, 4.14], [1.63, -0.75, 2.34], [3.19, -0.41, 3.05], [2.03, 1.66, 3.95], [0.30, 2.59, 2.83], [-0.02, 0.88, 2.86], [1.57, 0.90, 0.77], [-2.02, 2.04, 2.21], [-2.20, -0.20, 2.13], [0.54, 4.16, -1.43], [4.62, 2.81, -0.06], [4.44, 1.20, -0.69], [3.72, 1.52, 0.87], [4.87, -2.53, 1.71], [5.27, -1.59, 0.58], [5.45, -2.28, -0.77], [6.55, -3.34, -0.81], [7.94, -2.85, -0.43], [8.48, -1.77, -1.37], [5.63, -3.29, 1.89], [4.72, -1.98, 2.63], [3.93, -3.04, 1.47], [6.19, -1.06, 0.86], [4.50, -0.82, 0.48], [5.64, -1.52, -1.53], [4.50, -2.75, -1.05], [6.58, -3.76, -1.82], [6.28, -4.17, -0.15], [8.63, -3.70, -0.45], [7.95, -2.47, 0.60], [8.52, -2.14, -2.40], [9.49, -1.48, -1.08], [7.86, -0.87, -1.36], [-1.62, -2.71, 4.68], [-2.99, -2.12, 4.99], [-3.93, -3.09, 5.70], [-4.28, -4.35, 4.90], [-4.92, -4.09, 3.54], [-6.26, -3.37, 3.63], [-1.69, -3.56, 4.00], [-0.98, -1.96, 4.21], [-1.13, -3.05, 5.60], [-3.45, -1.75, 4.07], [-2.86, -1.24, 5.64], [-4.85, -2.57, 5.97], [-3.47, -3.40, 6.65], [-4.96, -4.96, 5.50], [-3.38, -4.95, 4.75], [-5.08, -5.05, 3.04], [-4.24, -3.52, 2.90], [-6.97, -3.94, 4.23], [-6.69, -3.24, 2.63], [-6.16, -2.37, 4.07], [-4.30, 1.01, -3.87], [-3.19, 0.19, -4.52], [-2.56, 0.87, -5.73], [-3.51, 1.12, -6.90], [-4.20, -0.12, -7.46], [-3.23, -1.15, -8.04], [-5.14, 1.17, -4.56], [-4.69, 0.49, -2.99], [-3.93, 1.98, -3.55], [-3.58, -0.80, -4.79], [-2.41, 0.01, -3.77], [-1.71, 0.27, -6.07], [-2.13, 1.83, -5.41], [-2.95, 1.61, -7.71], [-4.28, 1.84, -6.60], [-4.89, 0.19, -8.25], [-4.81, -0.59, -6.69], [-2.63, -0.71, -8.84], [-3.77, -2.00, -8.45], [-2.55, -1.53, -7.28]]}